{"formula": "C21H66O12", "method": "ωB97M-V/def2-TZVPD", "species": ["O", "H", "H", "O", "H", "H", "O", "H", "H", "O", "H", "H", "O", "H", "H", "C", "C", "C", "O", "H", "H", "H", "H", "H", "H", "H", "H", "C", "C", "C", "O", "H", "H", "H", "H", "H", "H", "H", "H", "C", "C", "C", "O", "H", "H", "H", "H", "H", "H", "H", "H", "C", "C", "C", "O", "H", "H", "H", "H", "H", "H", "H", "H", "C", "C", "C", "O", "H", "H", "H", "H", "H", "H", "H", "H", "C", "C", "C", "O", "H", "H", "H", "H", "H", "H", "H", "H", "C", "C", "C", "O", "H", "H", "H", "H", "H", "H", "H", "H"], "xyz": [[-0.543274, 3.889210, -3.743987], [-0.812139, 3.839085, -2.819775], [-0.505902, 4.826373, -3.951691], [-2.009033, 0.726220, 3.076278], [-1.341635, 1.397421, 2.906333], [-1.617419, 0.155128, 3.744328], [-0.581491, 1.656697, -5.489447], [0.094672, 1.069226, -5.137978], [-0.526860, 2.452323, -4.938367], [1.307038, 0.031406, -3.978633], [2.240508, -0.136940, -4.142858], [0.877714, -0.826986, -4.064613], [2.205007, 2.652303, -2.461627], [1.416882, 2.783437, -1.923948], [1.861545, 2.249680, -3.265565], [7.103957, 1.377302, -1.677419], [6.200931, 1.863469, -0.539403], [4.886920, 1.087635, -0.495366], [6.906269, 1.754350, 0.698095], [6.583414, 1.308495, -2.637368], [7.563053, 0.410232, -1.461588], [7.913527, 2.090619, -1.859518], [5.977696, 2.913524, -0.724635], [4.079734, 1.708009, -0.107815], [5.012224, 0.197781, 0.124915], [4.608233, 0.834213, -1.516670], [6.866197, 0.824863, 0.940620], [3.817953, -2.633161, 4.162930], [2.503192, -1.877794, 4.046814], [1.524660, -2.543504, 3.107007], [1.896125, -1.708765, 5.340960], [4.510294, -2.104483, 4.809083], [4.240240, -2.782520, 3.165928], [3.616295, -3.641252, 4.542421], [2.708020, -0.860578, 3.702175], [0.578717, -2.004962, 3.095135], [1.380795, -3.593494, 3.385209], [1.854871, -2.577543, 2.063621], [1.790065, -2.589073, 5.715661], [-1.831679, -3.337386, 2.309011], [-2.920144, -4.408258, 2.201947], [-2.308177, -5.755081, 1.900894], [-3.680351, -4.417825, 3.401304], [-1.200487, -3.193433, 1.433674], [-1.229187, -3.510111, 3.204673], [-2.317855, -2.376226, 2.518466], [-3.587176, -4.129964, 1.382503], [-1.575652, -6.082821, 2.646970], [-1.851121, -5.776028, 0.907061], [-3.019442, -6.589380, 1.856347], [-3.218010, -4.977577, 4.032825], [-1.215552, -0.632797, -0.990552], [-0.446533, 0.609373, -0.656699], [0.975885, 0.265069, -0.248190], [-0.413203, 1.444812, -1.834630], [-1.327072, -1.281512, -0.112614], [-0.718525, -1.252731, -1.739426], [-2.230478, -0.394376, -1.306215], [-0.929382, 1.175165, 0.140284], [0.950692, -0.477802, 0.558828], [1.586830, 1.089890, 0.109570], [1.483469, -0.259919, -1.062854], [0.117113, 0.939368, -2.465385], [-3.955052, 4.064053, 0.646231], [-3.207292, 2.837162, 0.158934], [-4.144044, 1.659830, -0.065548], [-2.520366, 3.221053, -1.038468], [-4.310151, 3.949610, 1.669780], [-4.853782, 4.191902, 0.029796], [-3.334502, 4.952263, 0.549787], [-2.455067, 2.603430, 0.929155], [-4.918950, 1.653681, 0.700698], [-3.605393, 0.713842, -0.034260], [-4.635779, 1.803894, -1.028455], [-1.832274, 2.570084, -1.218977], [-2.952649, -3.656295, -2.769167], [-2.891349, -4.708541, -1.674199], [-4.219902, -5.403570, -1.448020], [-1.854647, -5.654320, -1.993201], [-1.969117, -3.181894, -2.831014], [-3.658102, -2.854762, -2.536536], [-3.172467, -4.069858, -3.753430], [-2.590919, -4.241015, -0.735502], [-4.930555, -4.705231, -1.002488], [-4.112526, -6.284411, -0.817946], [-4.646911, -5.719287, -2.406718], [-2.161855, -6.179695, -2.739105], [0.906494, 5.562466, -0.927838], [0.109167, 4.985360, 0.232237], [1.023568, 4.397208, 1.304470], [-0.750725, 5.977173, 0.803752], [1.494675, 6.427860, -0.609150], [0.238615, 5.940231, -1.705553], [1.568404, 4.811439, -1.356532], [-0.514087, 4.160651, -0.110724], [0.445417, 4.234143, 2.212194], [1.913584, 5.003615, 1.486225], [1.402791, 3.426907, 0.959781], [-0.187206, 6.622627, 1.242758]], "atomic_forces_ev_per_a": [[0.118, 0.061, 0.079], [-0.197, -0.049, -0.013], [0.001, 0.030, -0.023], [0.028, -0.055, -0.130], [0.018, 0.061, 0.054], [-0.002, -0.013, 0.054], [0.007, -0.052, -0.091], [0.039, 0.089, -0.054], [-0.156, -0.009, 0.008], [-0.041, -0.186, 0.120], [0.071, 0.046, 0.036], [-0.032, -0.037, -0.057], [0.330, -0.022, 0.056], [-0.125, -0.125, -0.080], [-0.060, 0.145, -0.043], [0.250, 0.383, -0.363], [0.234, -0.587, -0.501], [0.094, 0.466, -0.173], [-0.252, 0.429, -0.073], [-0.187, -0.077, 0.179], [-0.140, -0.050, 0.082], [0.037, -0.101, 0.267], [0.129, 0.112, 0.310], [0.011, -0.129, 0.240], [-0.179, -0.142, -0.159], [-0.157, -0.270, 0.076], [0.119, -0.026, 0.116], [-0.473, -0.265, -0.397], [0.068, 0.205, 0.257], [-0.022, -0.229, -0.509], [0.192, 0.025, -0.346], [0.134, -0.066, 0.046], [0.179, 0.176, 0.086], [0.117, 0.095, 0.197], [-0.060, -0.001, 0.060], [-0.092, -0.130, 0.212], [-0.240, 0.130, 0.154], [0.292, 0.152, 0.111], [-0.043, -0.025, 0.094], [-0.584, 0.700, 0.680], [0.770, 0.137, -0.179], [-0.111, -1.103, -0.404], [-0.212, -0.050, -0.130], [0.043, -0.340, -0.079], [0.210, -0.290, -0.228], [-0.023, -0.053, -0.205], [-0.249, -0.057, 0.188], [0.163, 0.386, -0.044], [0.277, 0.212, 0.175], [-0.345, 0.387, 0.139], [-0.014, 0.021, 0.051], [-0.738, -0.789, 0.674], [0.876, 0.030, -0.432], [0.046, -0.850, 0.543], [0.025, 0.090, 0.616], [0.082, 0.161, 0.026], [0.058, 0.227, -0.198], [0.100, 0.018, -0.285], [-0.150, 0.070, -0.092], [-0.101, 0.152, 0.082], [-0.085, 0.222, -0.249], [0.068, 0.315, -0.130], [-0.044, 0.217, -0.344], [-0.532, -0.002, -0.454], [0.231, 0.527, 0.410], [0.116, 0.247, 0.053], [-0.049, -0.092, 0.109], [0.187, -0.057, 0.083], [0.140, 0.144, -0.024], [0.044, 0.011, 0.139], [-0.083, -0.184, -0.082], [0.060, -0.143, 0.105], [-0.133, -0.069, -0.109], [0.044, -0.145, -0.052], [-0.149, -0.168, -0.318], [0.436, 0.559, 0.327], [0.016, -0.327, -0.404], [-0.180, 0.090, -0.346], [-0.155, 0.179, 0.324], [-0.041, -0.043, -0.091], [-0.144, -0.160, -0.054], [-0.181, -0.153, 0.066], [0.230, 0.008, -0.040], [-0.034, -0.093, 0.079], [0.025, 0.068, 0.141], [0.036, -0.049, 0.050], [0.004, -0.020, -0.029], [-0.312, 0.135, -0.088], [0.574, 0.202, 0.390], [0.142, -0.404, -0.414], [-0.072, -0.315, -0.217], [0.126, -0.156, 0.147], [-0.037, -0.151, 0.004], [0.112, 0.112, -0.077], [-0.410, 0.318, -0.105], [0.133, 0.048, 0.141], [-0.172, 0.204, 0.208], [-0.037, 0.048, 0.079], [-0.012, 0.059, -0.006]], "lumo_energy_ev": -0.11, "fmax_ha_per_bohr": 0.02477, "total_charge": 0, "energy_ha": -1742.55493, "e_above_lowest_ev": 0.743}